Record 1
{"formula": "H80O40", "method": "ωB97M-V/def2-TZVPD", "elements": ["H", "H", "O", "H", "H", "O", "H", "H", "O", "H", "H", "O", "H", "H", "O", "H", "O", "H", "O", "H", "H", "O", "H", "H", "O", "H", "H", "O", "H", "H", "O", "H", "O", "H", "H", "O", "H", "H", "O", "H", "H", "O", "H", "H", "O", "H", "H", "O", "H", "H", "O", "H", "O", "H", "H", "O", "H", "O", "H", "H", "O", "H", "H", "O", "H", "H", "O", "H", "H", "O", "H", "H", "O", "H", "H", "O", "H", "H", "O", "H", "H", "O", "H", "H", "O", "H", "H", "O", "H", "O", "H", "H", "O", "H", "H", "H", "H", "H", "H", "O", "H", "H", "O", "H", "H", "O", "H", "H", "O", "H", "H", "O", "H", "H", "O", "H", "H", "O", "H", "H"], "coordinates": [[-1.99200, -3.29737, 3.50203], [-2.68537, -4.12475, 4.51918], [-2.22731, -4.22524, 3.66493], [1.92682, -4.53184, -2.58655], [0.84819, -5.55697, -2.95663], [1.83092, -5.44731, -2.83823], [2.92451, 2.48827, 2.48108], [1.77966, 2.63629, 1.18010], [2.04087, 2.34244, 2.07262], [-0.04796, 1.17417, 3.94055], [-0.63936, 0.03189, 3.29369], [-0.89373, 0.69481, 3.97841], [4.69902, -2.26401, -1.11448], [4.14721, -0.92049, -1.70540], [3.93832, -1.68548, -1.15499], [4.29306, -4.43566, 1.86346], [4.30152, -3.86360, 1.10362], [-3.53149, 1.07009, -0.51779], [-3.80311, 0.37656, 0.09978], [-5.10955, 3.56246, -0.44841], [-6.19370, 2.43101, -0.80634], [-5.35839, 2.64548, -0.38915], [-5.49623, -2.36192, 0.74137], [-6.23703, -3.37670, 1.59643], [-5.44944, -2.82982, 1.59806], [-1.87572, 2.78805, -0.01142], [-0.93853, 2.23783, -1.10918], [-1.80755, 2.15818, -0.71763], [-1.03255, 0.35778, -5.75632], [-1.27526, -0.64010, -4.48508], [-0.77690, 0.12837, -4.85253], [-3.08322, -1.31062, 3.33772], [-2.22122, -1.43630, 2.93653], [-3.03702, 4.89666, -3.26005], [-2.85311, 3.59013, -2.39194], [-3.48380, 4.27005, -2.66023], [4.97119, 0.43056, 1.23642], [5.55350, 1.38819, 2.24565], [5.06687, 0.57200, 2.18157], [0.02605, -2.32448, 0.96887], [-1.44811, -1.75051, 0.28415], [-0.58088, -1.60160, 0.71456], [-3.91678, -3.52956, 0.92310], [-3.13437, -4.79829, 1.24255], [-3.45891, -4.26393, 0.47388], [3.58582, 3.78533, -1.15409], [5.00597, 3.61041, -1.76018], [4.40902, 4.23777, -1.31816], [-2.21246, -4.43526, -1.43519], [-1.27479, -4.50535, -0.25840], [-1.26165, -4.47517, -1.22553], [0.36192, 4.26948, 0.32358], [1.32012, 4.33072, 0.42953], [-2.35395, -2.37644, -3.51752], [-1.14898, -3.15327, -3.22003], [-1.80627, -3.07039, -3.92007], [1.93903, -0.73746, 6.29318], [1.52148, -1.50435, 6.68981], [1.62402, 3.86865, -4.67798], [0.61276, 3.02073, -5.35695], [0.77084, 3.42777, -4.48513], [0.16434, -0.18804, 0.72890], [1.33543, 1.00118, 1.60519], [1.01755, 0.25928, 0.92092], [4.33076, 2.62413, 1.11818], [5.31668, 3.39652, 0.07561], [5.18052, 2.64837, 0.68347], [2.46941, 2.04664, -1.14433], [2.02303, 1.07163, 0.03728], [2.77072, 1.28041, -0.60752], [-4.04056, 0.76594, -2.18271], [-4.51806, 0.75003, -3.62579], [-4.23007, 0.17035, -2.91379], [1.27414, -0.76369, -3.65296], [0.80873, 0.62106, -4.39321], [1.46066, 0.15631, -3.84672], [-0.41581, 1.45894, 0.85725], [-0.97959, 2.67643, 1.56764], [-0.16827, 2.18554, 1.42584], [-4.65053, 2.08519, 3.88247], [-4.63833, 2.21149, 2.42541], [-4.12728, 2.48807, 3.18442], [-6.65954, -1.44427, -0.43036], [-7.02474, -2.98406, -0.94982], [-7.12403, -2.02512, -1.04026], [0.34152, -0.04519, -1.75900], [-0.25465, -1.13660, -1.15101], [-0.42558, -0.61332, -1.94762], [-1.33804, 6.18645, -1.20827], [-1.91414, 5.62505, -0.65452], [2.32163, 1.12361, -5.76507], [0.89949, 1.30400, -5.82015], [1.68304, 1.75115, -6.15004], [1.51006, 4.88154, -0.34705], [4.19586, -4.23000, 0.20319], [1.24543, -2.22881, 6.12102], [-4.48477, 0.91445, 0.53715], [-2.06325, -0.70797, 2.30747], [-2.68003, 6.17389, -0.43507], [-1.84820, 3.47712, 4.35929], [-2.57329, 2.86518, 4.20961], [-2.21289, 4.29821, 4.01668], [4.54575, 2.98198, 3.34677], [5.37432, 3.29010, 2.94895], [5.03264, 2.27925, 3.84495], [2.84017, -1.28385, -5.78825], [2.41223, -2.16922, -5.81204], [2.99712, -1.13021, -4.85514], [0.85721, -4.97903, 3.43003], [-0.00543, -4.68879, 3.79557], [1.40183, -4.31762, 3.87798], [4.08818, -2.03913, 3.54344], [3.66007, -2.04483, 2.68513], [4.28872, -1.08964, 3.66625], [-0.96570, -5.65367, 1.47423], [-0.13935, -5.34272, 1.88279], [-0.77711, -6.55688, 1.21572], [5.45207, 0.88199, -1.14587], [6.01305, 0.15886, -0.85522], [6.09496, 1.58441, -1.32184]], "forces_ev_per_a": [[0.0, 0.1, -0.6], [0.2, -0.5, -0.4], [-0.1, 0.5, 1.0], [0.0, 0.4, 0.2], [1.4, 0.2, 0.3], [-1.5, -0.5, -0.4], [-0.5, 0.2, -1.1], [1.2, 0.9, 0.8], [0.5, -0.9, 1.3], [-0.5, 0.7, 0.4], [-0.7, 0.3, 0.9], [1.4, -0.7, -1.1], [0.3, 0.1, -0.1], [0.1, 0.1, 0.2], [-0.5, -0.1, 0.0], [-0.1, -1.0, -0.4], [0.1, 1.5, -1.1], [0.8, -0.3, 0.1], [-0.6, 0.5, 0.4], [-0.4, 0.5, -0.5], [-0.1, 0.6, -0.2], [0.5, -1.0, 0.7], [0.1, -0.3, 0.6], [-0.1, -0.3, 0.1], [-0.2, 0.9, -0.5], [0.1, 0.6, 0.2], [0.3, 0.1, -0.1], [-0.9, -0.5, -1.0], [-0.6, -0.7, 0.3], [0.5, 0.8, -0.7], [-1.0, 0.1, -0.4], [-0.1, 0.4, -0.1], [0.1, -0.2, -0.4], [-0.1, -0.7, 0.5], [0.2, 0.3, -0.1], [-0.3, 0.3, -0.5], [-0.2, 0.1, -0.3], [0.2, 0.1, -0.5], [-0.1, -1.1, 0.6], [-1.2, 0.0, -0.6], [0.9, -1.2, 0.6], [-0.4, 0.4, -0.3], [0.1, -0.6, -0.1], [-0.1, 0.5, -0.9], [0.3, -0.3, 1.1], [-0.2, -0.6, 0.1], [-0.8, 0.2, -0.1], [0.9, 0.6, -0.6], [0.5, 0.0, 0.2], [0.0, -0.3, 0.0], [-0.3, 0.3, -0.5], [-0.1, -0.3, 0.5], [-0.3, 0.7, -1.3], [-0.3, -0.2, -0.3], [0.3, -0.4, 0.1], [-0.2, 0.8, 0.4], [-0.2, -0.6, -0.8], [-0.3, -0.2, 1.4], [-0.6, -0.4, 0.4], [0.2, 0.4, 0.7], [0.2, 1.0, -0.3], [0.6, 0.3, 1.1], [-1.3, -1.8, -0.6], [2.0, 0.2, 0.5], [-0.5, 0.4, -0.5], [-1.1, -0.2, 0.9], [1.9, 0.6, 0.3], [0.1, -1.0, 0.4], [0.8, -0.4, -1.3], [-0.8, 1.2, -0.2], [0.0, -0.1, -0.1], [0.0, 0.0, 0.0], [0.0, 0.0, -0.2], [-1.0, 0.3, -0.4], [-0.2, -1.5, 1.2], [2.3, 1.0, 0.9], [-0.2, -0.1, -0.1], [-0.1, 0.1, 0.8], [-1.8, 1.4, 0.0], [0.1, 0.1, 0.5], [0.0, 0.1, -0.7], [-0.6, -0.3, 0.1], [0.1, -0.7, 0.0], [0.5, 0.7, 0.5], [-0.7, 0.1, -0.7], [0.0, 0.5, -1.1], [-0.7, -0.7, 0.0], [0.8, 0.1, 0.9], [-0.5, -0.3, 0.4], [0.5, 0.5, -0.1], [0.3, 0.3, -0.3], [-0.3, 0.0, -0.6], [0.4, -1.0, -0.4], [0.5, 0.0, 0.3], [-0.1, -0.6, 1.5], [0.5, 0.8, -0.5], [0.0, -0.6, 0.1], [-0.5, -0.5, 0.4], [0.3, -0.1, -0.2], [0.1, 0.4, 0.1], [0.2, -0.3, -0.1], [0.1, 0.1, 0.1], [1.9, -0.7, 1.2], [-0.6, 1.0, -0.8], [-1.6, 0.2, 0.2], [-0.3, -1.2, -0.4], [0.5, 0.9, -0.1], [0.0, 0.2, 0.2], [-0.6, 1.0, 0.9], [-0.1, -0.7, -0.4], [0.7, -0.2, -0.4], [-0.1, 0.7, 0.5], [0.0, -0.1, -0.4], [0.0, -0.7, -0.2], [0.2, 0.2, -0.1], [-0.2, -0.1, 0.1], [0.0, -0.2, -0.2], [0.6, -0.3, -0.8], [0.1, -0.3, 0.1], [-0.2, -0.3, 0.2]], "mulliken_charge": [0.335, 0.274, -0.621, 0.296, 0.334, -0.629, 0.197, 0.158, -0.555, 0.286, 0.273, -0.520, 0.234, 0.250, -0.494, 0.278, -0.559, -0.060, -0.127, 0.262, 0.261, -0.533, 0.234, 0.290, -0.598, 0.177, 0.004, -0.169, 0.214, 0.223, -0.557, 0.163, -0.322, 0.283, 0.307, -0.603, 0.285, 0.319, -0.467, 0.000, 0.117, -0.300, 0.328, 0.294, -0.647, 0.299, 0.332, -0.769, 0.319, 0.266, -0.538, 0.177, -0.545, 0.335, 0.285, -0.674, 0.301, -0.598, 0.298, 0.372, -0.601, -0.048, 0.558, -0.724, 0.243, 0.336, -0.612, 0.058, 0.498, -0.139, 0.253, 0.269, -0.566, 0.178, 0.271, -0.237, 0.354, 0.034, -0.084, 0.283, 0.259, -0.604, 0.319, 0.307, -0.587, 0.034, 0.410, -0.318, 0.294, -0.519, 0.374, 0.233, -0.698, 0.297, 0.296, 0.295, 0.141, 0.101, 0.265, -0.592, 0.395, 0.251, -0.630, 0.298, 0.291, -0.611, 0.307, 0.276, -0.664, 0.335, 0.303, -0.625, 0.334, 0.280, -0.508, 0.311, 0.255, -0.504, 0.276, 0.227], "e_tot_ev": -83195.0465, "relative_energy_ev": 10.769, "homo_lumo_gap_ev": 9.5}

Record 2
{"formula": "H80O40", "method": "ωB97M-V/def2-TZVPD", "elements": ["H", "H", "O", "H", "H", "O", "H", "H", "O", "H", "H", "O", "H", "H", "O", "H", "O", "H", "O", "H", "H", "O", "H", "H", "O", "H", "H", "O", "H", "H", "O", "H", "O", "H", "H", "O", "H", "H", "O", "H", "H", "O", "H", "H", "O", "H", "H", "O", "H", "H", "O", "H", "O", "H", "H", "O", "H", "O", "H", "H", "O", "H", "H", "O", "H", "H", "O", "H", "H", "O", "H", "H", "O", "H", "H", "O", "H", "H", "O", "H", "H", "O", "H", "H", "O", "H", "H", "O", "H", "O", "H", "H", "O", "H", "H", "H", "H", "H", "H", "O", "H", "H", "O", "H", "H", "O", "H", "H", "O", "H", "H", "O", "H", "H", "O", "H", "H", "O", "H", "H"], "coordinates": [[-4.03567, 2.31812, 4.43796], [-3.67387, 3.21992, 3.20813], [-3.55051, 2.27255, 3.56523], [-1.30452, -1.98525, -1.75018], [-1.63555, -3.51785, -1.43752], [-1.40236, -2.68672, -1.05775], [2.89864, 0.53553, 1.42322], [1.77176, -0.27293, 0.67110], [2.35146, 0.59717, 0.65010], [-2.98404, -0.77271, 3.99199], [-3.27629, 0.59514, 4.57511], [-2.83750, -0.11738, 4.69221], [2.82670, -3.32234, -2.24329], [4.08575, -2.91103, -1.70665], [3.38951, -2.70739, -2.42416], [-0.77587, 4.29587, -3.06104], [-1.56049, 4.26899, -2.60969], [-2.65502, 0.95018, 0.50048], [-2.65501, 1.64170, 1.11874], [0.82811, 1.19965, 0.70818], [-0.69066, 1.35137, 0.39319], [-0.21345, 1.30577, 1.03415], [3.92056, -0.89432, 2.90018], [5.11976, -1.16364, 1.96807], [4.73792, -0.45520, 2.69470], [1.90799, 3.82680, 2.28034], [2.96810, 4.18051, 1.81055], [1.97206, 4.60121, 1.71168], [3.52285, -1.31166, 0.72774], [5.01728, -1.34077, 0.45039], [4.22781, -1.86979, 0.43080], [4.11154, 2.30985, 4.07420], [4.38059, 2.49213, 3.06625], [-1.33751, 0.92933, -4.90961], [-2.65086, 1.77916, -4.55383], [-2.16056, 0.97121, -4.68084], [-4.59526, -2.26729, 3.50862], [-4.56855, -2.38682, 2.04561], [-4.34177, -2.93435, 2.77613], [1.35679, -3.93428, 5.09241], [1.82975, -4.36098, 3.90731], [1.91802, -3.62781, 4.41199], [0.87776, -6.10801, -1.06868], [0.03207, -6.46116, 0.06667], [0.12223, -6.73291, -0.90325], [5.17314, -4.33831, -0.75368], [3.91138, -4.02257, 0.03042], [4.61441, -4.77917, -0.02755], [-5.03776, 1.68745, -0.11419], [-4.13796, 1.72998, -1.29705], [-5.03780, 1.83472, -1.03920], [-3.51809, -2.02814, -2.22990], [-3.02402, -1.56868, -2.89198], [-3.71738, -0.86095, 0.59216], [-5.06494, -0.89822, -0.21237], [-4.21567, -1.48802, 0.08903], [-1.16961, -3.67623, 3.66340], [-0.87702, -3.56611, 4.61030], [-2.13625, 0.85222, -2.19228], [-2.20127, 2.20085, -1.33717], [-2.46505, 1.22821, -1.33419], [2.34670, 1.87073, -0.57569], [1.83332, 1.84469, -2.15003], [2.36950, 2.38449, -1.34697], [-0.33390, -1.61001, 0.26195], [-0.15624, -0.46057, 1.31041], [0.30094, -1.08221, 0.70014], [4.95629, -0.34297, -1.57687], [4.99770, 0.99903, -0.96268], [5.50039, 0.18277, -1.02029], [0.82602, -4.14335, -3.58857], [0.43128, -5.33503, -2.85290], [1.09684, -4.65378, -2.72971], [0.30975, -4.07616, 1.43671], [-0.65206, -4.33204, 0.18578], [-0.40350, -4.58642, 1.07262], [-1.92540, 5.06452, 3.91309], [-1.63503, 3.81214, 2.89899], [-2.25032, 4.25920, 3.51983], [-5.75322, -1.81110, -1.53916], [-5.69464, -0.40005, -2.19064], [-5.91233, -1.39000, -2.37061], [1.79389, 0.05666, 3.75209], [2.00264, 1.49316, 4.08932], [2.35507, 0.66297, 4.43724], [0.39595, 3.39825, -0.56680], [-0.36168, 4.42568, 0.36523], [-0.46143, 3.78887, -0.43732], [2.16258, -2.06137, 3.18624], [2.28065, -1.46879, 2.46472], [-1.05393, -0.01254, 4.14591], [-0.78387, 1.52985, 3.98369], [-0.39721, 0.66731, 3.68862], [-3.69015, -1.50382, -3.59088], [-2.35267, 4.32383, -2.98766], [-1.07023, -2.64293, 5.00239], [-1.84524, 1.43662, 1.74707], [4.67389, 1.63186, 2.89194], [1.65976, -1.75951, 1.82024], [-2.76652, 5.68382, -0.62020], [-2.76398, 5.54186, 0.30807], [-1.84365, 5.87225, -0.84954], [2.13450, -0.53854, -1.98116], [2.41086, -1.21394, -2.58036], [2.81126, -0.72146, -1.38733], [-4.23888, 4.15064, -2.82117], [-3.60646, 4.13401, -2.06959], [-4.68730, 3.45437, -2.83898], [5.01757, 3.73186, -1.91860], [4.18517, 3.41315, -1.41237], [4.77535, 4.08375, -2.74304], [2.58044, 2.99054, -5.10214], [1.71668, 2.42251, -5.19433], [2.12027, 3.75169, -4.95598], [-0.81135, -3.45408, -4.90675], [-0.11939, -2.99765, -5.44082], [-1.14579, -2.92340, -4.23998], [1.05332, -0.30300, -4.51845], [1.49916, -1.19335, -4.15353], [1.75283, 0.14841, -5.00385]], "forces_ev_per_a": [[0.7, 0.3, -1.4], [0.4, -2.2, 0.9], [-2.1, 1.1, 1.0], [-0.4, -1.3, 0.5], [-0.3, -0.6, -0.9], [0.8, 1.9, 0.5], [0.7, 0.3, 1.1], [1.0, 2.1, -0.5], [-1.4, -2.3, -0.6], [-0.4, 0.7, 0.2], [-4.6, 7.5, -2.0], [5.0, -8.9, 1.7], [-6.1, -6.3, 1.3], [-1.3, 1.1, -1.8], [7.6, 4.6, 0.1], [2.2, 0.2, -2.2], [2.2, -0.8, 4.8], [0.2, -1.2, -1.5], [1.3, 0.8, 3.7], [-3.6, 0.7, 1.3], [-8.6, 1.3, -12.4], [12.7, -0.8, 11.0], [-0.7, -0.2, 0.4], [-1.3, 2.8, 3.5], [2.5, -1.9, -2.9], [-2.5, -0.5, 0.9], [-1.8, 2.8, -1.6], [4.4, -2.5, 0.8], [-0.4, 0.6, 0.4], [0.5, 0.8, -0.9], [0.0, -1.7, -0.8], [0.8, 0.9, -3.2], [-1.9, 1.6, 4.0], [7.5, 0.7, -2.1], [0.9, 0.6, -0.3], [-8.4, -1.3, 2.6], [0.5, -2.0, -1.2], [-0.2, 0.3, -1.8], [-0.3, 1.7, 3.0], [-1.3, 0.4, 1.8], [0.2, -3.6, -3.3], [1.4, 3.3, 1.2], [-0.7, -1.0, -0.4], [-0.4, -0.9, -1.5], [1.2, 1.9, 2.0], [-0.7, -1.4, 1.6], [1.7, -2.1, 0.5], [-0.9, 3.3, -1.9], [0.0, 0.1, 1.5], [1.5, -0.5, -0.3], [-2.0, 0.1, -1.1], [-0.4, -0.4, 1.1], [0.3, 0.2, -1.1], [0.7, 0.7, 0.5], [3.2, -1.9, 1.3], [-3.9, 1.4, -1.4], [0.1, 0.8, 1.6], [-0.6, 1.4, 0.0], [-0.5, 0.4, 0.8], [0.1, -1.4, 0.1], [1.2, 1.0, -1.7], [-0.2, -1.7, 1.5], [2.5, 1.8, 3.7], [-2.2, 0.2, -5.3], [-1.2, -1.2, -1.0], [0.1, 0.0, -0.4], [1.1, 0.0, 1.4], [-0.6, -0.8, -1.0], [0.1, 0.5, 0.0], [0.6, 0.5, 0.8], [0.9, -0.9, 2.1], [-0.1, -0.7, 0.5], [-0.9, 1.6, -2.7], [0.4, 0.6, -0.4], [0.4, 0.7, -0.1], [-0.6, -1.3, 0.8], [0.7, 0.3, -0.3], [-0.2, 0.9, 0.7], [0.2, 0.0, -0.6], [0.0, -0.7, 0.6], [-0.6, -2.3, -0.5], [0.3, 3.0, -0.4], [2.0, 1.7, 2.6], [0.1, 0.2, 0.4], [-2.0, -1.8, -2.8], [1.0, -0.1, 0.2], [0.2, -2.0, -2.1], [-0.5, 2.0, 2.5], [-0.1, -1.2, 1.5], [0.6, 0.8, 0.1], [1.8, 2.4, -1.1], [0.4, -1.1, -0.3], [-2.2, -1.2, 1.5], [0.3, 0.3, -0.1], [-4.2, 0.6, -3.9], [0.2, -2.3, -1.6], [-2.5, 0.6, -1.6], [1.0, -2.5, -1.0], [-1.3, -0.3, -1.0], [0.1, 0.5, -1.1], [-0.1, -0.2, 1.3], [-0.3, -0.3, -0.1], [-1.9, 1.3, -1.0], [0.0, -0.7, -0.9], [1.8, 0.1, 2.5], [6.9, 9.4, 0.4], [-1.4, 0.1, 0.0], [-6.1, -9.3, 0.2], [-0.8, -1.5, 3.3], [1.7, 0.9, -1.9], [-0.9, 0.5, -1.5], [-1.5, -5.0, -0.8], [2.7, 0.9, 0.1], [-1.3, 4.1, 0.8], [2.2, -2.0, -2.6], [-1.2, -0.1, 0.8], [-1.0, 2.2, 1.8], [1.0, -3.0, 0.9], [-1.5, 3.3, -1.4], [0.2, -0.3, 0.1]], "mulliken_charge": [0.252, 0.280, -0.534, 0.145, 0.178, -0.272, 0.094, 0.152, 0.311, 0.261, 0.260, -0.555, 0.479, 0.018, -0.663, 0.160, -0.350, -0.193, -0.366, -0.129, 0.629, -0.526, 0.342, 0.336, -0.619, 0.203, 0.395, -0.629, 0.260, 0.130, -0.527, 0.338, -0.613, 0.224, 0.285, -0.531, 0.317, 0.337, -0.587, 0.257, 0.240, -0.551, 0.333, 0.342, -0.668, 0.379, 0.205, -0.589, 0.281, 0.336, -0.687, 0.283, -0.521, 0.214, 0.295, -0.734, 0.301, -0.588, -0.050, 0.274, -0.005, 0.181, 0.306, -0.372, -0.251, 0.267, 0.239, 0.307, 0.273, -0.702, 0.226, 0.330, -0.653, 0.281, 0.275, -0.616, 0.265, 0.321, -0.641, 0.293, 0.389, -0.630, 0.205, 0.350, -0.657, 0.197, 0.176, -0.441, 0.243, -0.130, 0.220, 0.194, -0.328, 0.251, 0.276, 0.303, 0.327, 0.262, -0.250, -0.593, 0.292, 0.266, 0.198, 0.343, -0.257, -0.643, 0.293, 0.279, -0.661, 0.292, 0.286, -0.562, 0.267, 0.297, -0.665, 0.301, 0.365, -0.526, 0.216, 0.293], "e_tot_ev": -83190.0402, "relative_energy_ev": 15.775, "homo_lumo_gap_ev": 10.1}

LUMO in eV, matching the order above: -0.56; -0.72